Here is a 13-piece molecular cluster, C40H116N10O13 overall from OMol25. Energies are from wB97M-V/def2-TZVPD.

XYZ file:
```
179
Properties=species:S:1:pos:R:3:forces:R:3:lowdin_charge:R:1
C 1.694 4.323 -4.664 -0.78 1.12 1.32 -0.064
C 1.488 3.610 -5.939 1.48 -0.13 -1.35 -0.490
C 1.784 2.134 -5.832 -0.22 0.44 0.64 -0.200
O 0.824 1.528 -4.994 -0.82 2.28 -0.55 -0.166
C 1.027 0.215 -4.775 1.57 -2.04 -0.80 -0.145
N 0.220 3.860 -6.562 -0.61 -0.13 -0.06 0.053
H 1.100 3.871 -3.866 -0.10 0.03 0.01 0.060
H 1.381 5.381 -4.751 0.17 -0.48 0.00 0.090
H 2.717 4.301 -4.324 0.46 -0.07 -0.03 0.079
H 2.240 3.973 -6.652 0.12 0.11 0.09 0.143
H 2.758 2.050 -5.393 0.88 -0.44 0.39 0.121
H 1.821 1.718 -6.827 -0.23 -0.58 -0.45 0.125
H 0.321 -0.189 -4.093 -0.62 -0.10 0.73 0.062
H 2.044 0.061 -4.393 0.03 -0.27 0.25 0.101
H 0.972 -0.386 -5.707 -0.04 0.22 0.15 0.084
H -0.388 3.194 -6.093 -0.61 0.13 -0.39 0.071
H 0.342 3.555 -7.527 -0.56 0.04 0.16 0.079
C -1.802 -0.670 3.224 -0.56 1.09 -0.71 -0.054
C -1.902 0.265 4.417 -0.62 -0.68 1.43 -0.450
C -0.817 -0.234 5.383 -1.13 -1.36 0.40 -0.174
O -1.057 -1.654 5.620 0.68 0.55 -0.74 -0.207
C -0.279 -2.137 6.692 -0.88 0.86 0.48 -0.118
N -1.632 1.670 4.150 -0.13 0.50 -1.02 0.052
H -2.497 -0.275 2.442 0.71 -0.43 0.15 0.078
H -2.043 -1.715 3.439 -0.03 0.41 0.19 0.084
H -0.746 -0.603 2.949 -0.15 -0.15 -0.70 0.075
H -2.913 0.202 4.893 0.59 -0.50 -0.16 0.133
H -0.832 0.208 6.377 -0.01 0.63 0.01 0.116
H 0.136 -0.061 4.895 0.42 -0.05 0.04 0.103
H 0.787 -2.028 6.596 0.70 -0.10 -0.67 0.062
H -0.534 -3.177 6.890 -0.08 0.17 0.02 0.092
H -0.521 -1.464 7.521 -0.05 -0.53 0.67 0.081
H -1.974 2.200 4.940 0.13 0.14 0.14 0.075
H -2.158 2.036 3.336 0.39 -0.54 0.38 0.040
C -6.229 -0.147 -1.953 -0.93 1.59 1.32 -0.046
C -5.087 0.419 -1.045 -1.07 -0.02 -1.14 -0.399
C -4.040 -0.638 -1.077 1.11 0.00 1.41 -0.221
O -4.493 -1.733 -0.309 -2.21 0.76 -0.68 -0.159
C -3.545 -2.681 -0.187 2.46 -0.97 0.95 -0.154
N -4.514 1.709 -1.547 0.42 -1.75 -0.60 0.048
H -5.824 -0.208 -2.951 -0.13 -0.23 -0.45 0.069
H -7.049 0.611 -1.921 0.40 -0.55 -0.38 0.083
H -6.686 -1.093 -1.609 0.63 0.36 -0.16 0.086
H -5.431 0.538 -0.019 -0.01 0.14 0.04 0.127
H -3.151 -0.321 -0.526 0.49 0.50 -0.47 0.118
H -3.784 -0.910 -2.110 0.03 -0.12 0.11 0.118
H -2.630 -2.239 0.264 -0.22 -0.23 0.18 0.070
H -3.167 -3.063 -1.129 -0.23 -0.39 -0.59 0.079
H -3.857 -3.506 0.463 -0.24 0.23 -0.23 0.101
H -4.175 1.480 -2.495 0.26 0.14 0.53 0.086
H -5.227 2.371 -1.774 -0.89 0.46 0.35 0.061
C -5.539 4.118 1.443 0.32 0.69 1.42 -0.044
C -4.550 3.266 2.275 -0.03 -0.29 -0.83 -0.404
C -5.253 2.117 3.019 -0.08 1.44 -0.01 -0.177
O -6.130 2.820 3.888 -0.16 0.33 -0.93 -0.208
C -6.529 2.096 4.982 0.40 -0.96 1.17 -0.135
N -3.372 2.782 1.537 -0.42 -0.11 -0.77 0.050
H -6.298 4.465 2.176 0.13 -0.18 -0.79 0.083
H -5.988 3.664 0.574 -0.21 -0.66 -0.10 0.059
H -5.023 5.003 1.063 0.10 0.02 0.07 0.071
H -4.166 3.911 3.060 -0.04 0.11 0.22 0.134
H -4.526 1.576 3.615 0.28 -0.32 0.07 0.092
H -5.818 1.421 2.392 0.08 -0.04 -0.23 0.127
H -5.624 1.584 5.374 -0.46 0.15 0.41 0.085
H -7.251 1.284 4.768 -0.03 0.43 -0.05 0.093
H -6.920 2.806 5.728 0.00 -0.46 -0.22 0.097
H -2.841 3.589 1.200 -0.10 -0.09 0.24 0.060
H -3.727 2.389 0.654 0.31 -0.11 0.27 0.043
C 3.902 5.848 5.090 0.33 1.18 1.89 -0.076
C 3.684 5.839 3.640 -1.42 -0.59 -1.06 -0.472
C 2.533 4.883 3.321 0.45 -0.06 0.12 -0.247
O 2.847 3.626 3.822 0.43 -0.74 0.35 -0.199
C 1.829 2.702 3.521 -0.59 0.77 -0.26 -0.102
N 3.424 7.116 3.051 0.10 1.64 -0.21 0.035
H 4.772 6.453 5.277 0.42 0.51 0.29 0.076
H 4.169 4.877 5.457 -0.13 -0.67 0.05 0.074
H 3.097 6.251 5.740 0.10 -0.22 -0.65 0.099
H 4.621 5.491 3.228 0.12 -0.53 -0.49 0.141
H 2.371 4.811 2.244 -0.09 0.14 -0.27 0.107
H 1.599 5.221 3.809 0.13 0.31 -0.22 0.132
H 0.852 3.162 3.819 0.45 -0.80 -0.05 0.082
H 2.036 1.771 4.047 -0.18 0.08 0.02 0.066
H 1.798 2.543 2.434 -0.15 -0.27 0.11 0.079
H 2.882 7.812 3.563 0.16 -0.67 -0.28 0.081
H 3.286 7.151 2.041 -0.05 -0.13 0.67 0.076
C 4.731 -8.188 1.421 0.59 0.66 -1.20 -0.047
C 3.938 -7.561 0.236 0.56 0.10 0.58 -0.439
C 3.697 -6.144 0.582 -1.54 0.88 1.57 -0.184
O 2.684 -6.120 1.688 2.07 -0.13 -1.70 -0.193
C 2.808 -4.928 2.388 -0.60 0.54 0.71 -0.160
N 4.745 -7.480 -0.982 -0.92 0.84 0.04 0.058
H 5.723 -7.725 1.526 -0.21 0.20 -0.26 0.083
H 4.941 -9.206 1.163 -0.12 -0.90 0.32 0.060
H 4.247 -8.053 2.379 -0.43 -0.28 -0.06 0.075
H 2.972 -8.083 0.188 0.11 -0.09 -0.42 0.137
H 3.264 -5.540 -0.207 -0.06 -0.04 -0.47 0.115
H 4.677 -5.690 0.833 -0.59 -0.05 0.41 0.134
H 1.928 -4.907 3.029 0.15 0.38 0.32 0.092
H 2.843 -4.023 1.790 -0.39 0.15 -0.66 0.057
H 3.726 -4.830 2.966 0.23 -0.50 0.43 0.081
H 5.298 -8.271 -1.092 1.06 -1.59 -0.43 0.038
H 4.255 -7.252 -1.854 -0.01 -0.09 0.80 0.062
C -2.011 5.912 -3.261 -0.84 -0.62 -0.40 -0.066
C -1.545 4.905 -2.228 1.08 0.55 1.59 -0.417
C -0.852 5.691 -1.077 -0.36 0.01 0.66 -0.193
O -0.545 4.776 -0.042 0.42 -0.99 -0.38 -0.243
C -0.213 5.392 1.158 -0.09 1.57 0.02 -0.122
N -2.640 4.157 -1.563 0.48 -0.22 -0.35 0.053
H -2.684 6.610 -2.764 -0.29 -0.02 -0.12 0.075
H -2.550 5.393 -4.093 0.40 0.55 0.56 0.089
H -1.208 6.519 -3.680 0.18 -0.32 -0.01 0.076
H -0.761 4.248 -2.624 -0.21 -0.11 -0.25 0.115
H -1.563 6.417 -0.621 0.13 -0.12 -0.59 0.126
H 0.091 6.220 -1.298 -0.39 -0.06 -0.63 0.134
H -1.052 6.073 1.397 0.35 -0.05 0.41 0.098
H 0.731 6.002 1.152 -0.64 -0.44 -0.36 0.093
H -0.098 4.654 1.922 -0.04 -0.62 0.45 0.061
H -3.241 3.726 -2.263 0.23 0.01 0.23 0.046
H -2.251 3.391 -0.972 -0.43 0.85 -0.84 0.053
C 2.618 -1.509 3.758 -0.22 1.02 0.61 -0.055
C 4.129 -1.538 3.617 0.60 0.69 -0.42 -0.423
C 4.404 -0.882 2.273 0.25 0.07 -1.28 -0.216
O 3.886 -1.696 1.224 -0.45 -0.24 0.00 -0.224
C 4.466 -1.485 -0.048 -0.22 0.29 -0.10 -0.099
N 4.904 -0.742 4.590 -0.29 -0.13 -0.21 0.036
H 2.267 -1.869 4.737 -0.04 -0.15 -0.48 0.071
H 2.100 -1.939 2.895 0.12 -0.34 0.37 0.069
H 2.384 -0.421 3.701 -0.19 -0.56 0.23 0.062
H 4.574 -2.539 3.584 -0.27 0.07 0.09 0.136
H 5.457 -0.779 2.072 0.74 0.03 0.35 0.110
H 3.990 0.152 2.202 -0.08 -0.47 0.24 0.135
H 4.145 -0.521 -0.487 0.37 -0.09 0.31 0.083
H 4.088 -2.240 -0.745 0.05 -0.13 0.35 0.087
H 5.564 -1.563 0.011 -0.25 0.17 -0.11 0.091
H 5.019 -1.169 5.510 -0.40 0.46 -0.46 0.074
H 4.587 0.234 4.605 0.14 -0.68 0.44 0.077
C 1.497 -3.545 -6.968 0.01 -1.33 -0.32 -0.062
C 0.533 -3.890 -5.843 0.50 1.80 0.40 -0.487
C -0.678 -2.987 -5.991 0.17 0.34 1.03 -0.189
O -1.624 -3.193 -4.939 -0.03 -0.05 0.40 -0.189
C -1.738 -2.070 -4.077 -0.20 0.18 -1.77 -0.087
N 0.154 -5.233 -6.052 -0.10 -2.53 0.00 0.041
H 2.325 -4.269 -6.889 -0.04 0.45 -0.26 0.083
H 1.880 -2.540 -7.082 -0.06 0.26 0.39 0.067
H 0.904 -3.827 -7.841 0.42 0.19 -0.42 0.081
H 1.024 -3.727 -4.865 -0.27 0.17 -0.06 0.143
H -1.234 -3.232 -6.869 -0.04 -0.24 -1.02 0.123
H -0.343 -1.923 -6.055 -0.37 -0.73 0.17 0.104
H -0.896 -1.985 -3.429 0.50 -0.05 0.98 0.064
H -2.703 -2.097 -3.581 0.08 -0.16 0.24 0.070
H -1.704 -1.206 -4.754 -0.32 0.36 0.46 0.084
H 0.933 -5.886 -5.886 -0.34 0.59 -0.20 0.088
H -0.576 -5.582 -5.439 -0.01 0.47 0.05 0.068
C 1.386 1.118 -1.181 0.26 0.50 1.12 -0.035
C 0.018 0.755 -0.602 -0.33 1.39 -1.57 -0.451
C 0.039 -0.660 -0.164 0.84 -1.78 -0.18 -0.189
O 0.468 -1.532 -1.242 -0.46 1.01 0.09 -0.192
C 0.407 -2.882 -0.888 -0.91 -0.07 1.32 -0.114
N -0.337 1.586 0.530 -0.24 -0.79 1.35 0.086
H 2.025 1.013 -0.291 0.46 0.25 -0.44 0.077
H 1.461 2.144 -1.582 -0.23 -0.32 0.34 0.081
H 1.716 0.434 -1.949 -0.08 -0.26 -0.11 0.054
H -0.687 0.905 -1.433 -0.34 -0.41 -0.03 0.131
H -0.916 -1.032 0.179 -0.57 0.14 0.19 0.086
H 0.740 -0.771 0.685 -0.02 0.06 -0.17 0.131
H -0.620 -3.272 -0.690 0.26 0.54 -0.16 0.076
H 0.951 -3.034 0.045 0.31 -0.26 0.09 0.087
H 0.789 -3.496 -1.664 0.60 -0.32 -0.78 0.065
H -0.489 2.568 0.402 0.15 0.35 -0.65 0.034
H -1.123 1.223 1.085 0.48 0.15 -0.46 0.049
O 2.487 -6.128 -3.161 -0.47 0.54 0.51 -0.060
H 1.547 -6.022 -2.915 0.24 0.27 -0.22 0.004
H 2.500 -6.991 -3.551 0.12 -0.79 -0.44 0.020
O -0.430 -5.542 -2.797 0.13 -0.39 0.81 -0.088
H -1.233 -5.167 -3.188 0.26 -0.02 0.33 0.040
H -0.581 -5.757 -1.836 -0.34 0.42 -1.15 0.020
O -0.950 -6.006 -0.049 -0.13 0.01 0.08 -0.024
H -0.607 -6.747 0.446 0.66 -0.38 0.09 0.058
H -1.801 -5.890 0.373 -0.45 0.37 -0.09 0.054
```
Forces are in eV/Å.

Summary:
Kohn-Sham gap ... 8.82 eV
DFT total energy ... -84873.519 eV
E_LUMO ... 0.148 eV
ΔE to the lowest compared entry with this formula, charge and spin ... 1.899 eV